No. 1
{
  "formula": "C3H6FIO2",
  "method": "ωB97M-V with the def2-TZVPD basis set",
  "total_energy_ha": -665.75346,
  "de_lowest_kj_mol": 453.0,
  "gap_ha": 0.348,
  "species": ["C", "C", "C", "H", "H", "O", "H", "F", "O", "I", "H", "H", "H"],
  "coordinates": [[-2.23879, 0.32607, -0.04864], [1.97766, 0.41659, -0.14194], [0.87481, -0.62696, 0.00172], [2.77838, 0.14187, -0.73021], [1.54962, 1.30639, -0.63898], [0.04556, -0.16580, 1.05025], [1.37143, -1.51058, 0.13807], [-2.27416, 1.52733, 0.45163], [-1.17260, -0.71593, 1.02178], [-3.93924, -0.89715, -0.07220], [2.36955, 0.69054, 0.91721], [-1.56217, 0.28597, -1.05562], [0.21994, -0.77833, -0.89306]],
  "mulliken_charge": [0.06, -1.12, -0.10, 0.43, 0.26, -0.18, 0.31, -0.18, -0.32, 0.13, 0.24, 0.25, 0.22]
}

***

No. 2
{
  "formula": "CH3Cl2PS",
  "method": "ωB97M-V with the def2-TZVPD basis set",
  "total_energy_ha": -1699.85953,
  "de_lowest_kj_mol": 76.2,
  "gap_ha": 0.343,
  "smiles": "CSP(Cl)Cl",
  "species": ["Cl", "C", "H", "H", "H", "P", "S", "Cl"],
  "coordinates": [[3.83210, -1.34455, -0.45965], [0.24812, -0.55601, 0.02874], [0.91455, -1.21317, -0.60946], [-0.56092, 0.00398, -0.38404], [-0.14961, -1.13062, 0.71794], [2.91807, 0.74860, -0.50122], [1.46554, 0.57108, 0.95992], [4.32201, 1.74110, 0.47992]],
  "mulliken_charge": [-0.30, -0.80, 0.28, 0.29, 0.33, 0.38, -0.05, -0.15]
}

***

No. 3
{
  "formula": "C25H37ClF9IN2O10PS2Si2",
  "method": "ωB97M-V with the def2-TZVPD basis set",
  "total_charge": -1,
  "total_energy_ha": -5209.65859,
  "gap_ha": 0.293,
  "species": ["H", "Si", "H", "H", "Si", "C", "Cl", "F", "H", "O", "C", "H", "H", "H", "C", "H", "C", "C", "O", "H", "H", "H", "C", "O", "H", "F", "H", "H", "F", "H", "H", "H", "C", "O", "H", "O", "C", "H", "C", "H", "F", "F", "H", "C", "P", "O", "C", "C", "H", "F", "N", "O", "C", "O", "O", "C", "H", "C", "H", "C", "S", "C", "H", "C", "H", "C", "F", "C", "H", "H", "C", "F", "C", "F", "O", "C", "H", "S", "I", "H", "C", "C", "H", "H", "N", "H", "H", "H", "H", "H"],
  "coordinates": [[3.78815, 6.21147, -3.92893], [-2.66653, 0.32172, -0.94287], [3.45232, -1.29906, -3.28635], [1.89027, 7.42543, 1.28890], [-0.26611, 1.55461, -2.06588], [-5.20614, 0.48944, -2.55780], [-3.89679, -2.00661, -2.67633], [0.11695, -1.44132, 2.54392], [1.94629, 2.26591, -4.05808], [-6.47391, -4.77158, 2.23117], [3.82931, -0.33324, 1.17007], [0.13974, -0.93593, -2.81061], [-4.97842, 1.62976, -2.38600], [-7.17143, 1.07174, -1.33458], [0.09557, 3.20101, -3.07472], [2.66247, -0.16749, 1.29160], [-7.11759, -6.67209, 3.90024], [-1.62241, -1.11648, -0.20597], [-5.11437, 1.52077, 0.86419], [-4.92027, -0.89946, -0.65765], [-7.52260, 0.23636, -3.05744], [6.47432, 0.28288, 0.38971], [2.88385, 8.39719, -0.75851], [4.98608, -3.27406, -1.27840], [4.29855, 0.43116, 0.41566], [-2.84362, 0.98981, 3.49625], [-0.49180, -0.87919, -0.02212], [8.51327, -1.64793, 0.61695], [-3.10478, -4.27057, 5.79085], [7.35792, -2.83563, -0.28174], [5.49019, 0.53941, 2.64456], [1.15647, 0.24265, -3.87433], [3.06256, -1.42513, -2.17003], [-3.13976, 1.36642, 0.38786], [1.69813, 4.08388, -4.49921], [5.85447, -0.75220, -1.49110], [-6.80348, 0.27573, -2.11033], [1.74943, 4.79751, 0.37081], [-4.32004, -0.50715, -1.60508], [-6.93153, -0.78800, -1.58615], [-8.27538, -7.00529, 3.25982], [-1.22245, -4.53578, 4.71248], [-0.57869, 3.20751, -4.06002], [-2.47904, -5.04759, 4.85589], [4.52560, -1.75560, -0.98810], [4.14175, -1.69310, 0.70697], [3.37823, 6.43595, -2.83533], [1.64851, 3.31717, -3.58591], [6.82176, -1.94265, 1.39513], [-0.34673, 0.97953, 4.02537], [-4.73699, -5.74783, 3.89039], [-2.60759, -6.01461, 2.43524], [-1.22229, -0.81347, 2.41938], [-5.59611, -7.03926, 1.81185], [-1.95352, 1.14010, -2.32208], [6.82640, -0.51255, -0.41553], [3.84474, 3.41895, -2.82008], [7.36705, -1.85375, 0.35460], [-1.74852, -2.12508, -0.81609], [0.79965, 0.05650, -2.75809], [-5.85182, -5.97556, 2.78675], [2.26429, 7.17459, 0.18754], [-2.36033, -2.62849, 1.48477], [3.42746, 7.98247, -2.26384], [-0.20931, 4.08693, -2.34956], [2.20608, 5.60322, -0.37690], [-7.46754, -5.80467, 4.89779], [-1.50950, 0.37175, 3.27776], [2.59693, 2.95129, -1.48728], [4.87202, -1.25033, 3.07725], [2.74585, 3.64965, -2.41467], [-2.32829, -6.27563, 5.43789], [-2.26791, -1.45318, 1.29962], [-6.68874, -7.80651, 4.53159], [-3.48178, -3.74108, 2.83117], [4.56469, -0.17832, 2.66147], [-5.15980, 0.16042, -3.68554], [-3.40704, -5.13102, 3.28785], [0.28738, 2.06891, 0.33175], [2.72473, 0.77905, -1.61510], [2.06955, -0.19866, -1.73044], [2.76762, 5.20605, -1.90038], [7.78222, -0.02025, -0.93431], [-3.36865, -1.03728, 1.41859], [-4.26462, 2.05530, 0.12914], [2.40862, -2.42187, -2.18900], [3.77883, 0.27188, 3.40256], [1.57379, -0.52784, -0.69569], [3.90973, 8.78823, -2.97804], [2.94441, 9.52000, -0.37111]],
  "mulliken_charge": [0.25, 0.45, 0.36, 0.26, 0.10, -0.32, -0.25, -0.37, 0.19, -0.64, 0.57, 0.39, 0.15, 0.24, -0.60, -0.22, 0.62, 0.73, -0.29, 0.48, 0.28, 0.12, -0.36, -0.76, 0.19, -0.23, -0.85, 0.33, -0.24, 0.24, 0.24, 0.52, -0.91, -0.12, 0.41, -0.42, -0.90, 0.03, -0.27, 0.24, -0.22, -0.22, 0.27, 0.62, 1.02, -0.41, -0.37, -0.44, 0.16, -0.25, -0.36, -0.68, 0.38, -0.64, -0.49, -0.18, 0.37, -0.76, 0.45, -0.57, 1.02, -0.40, 0.15, -0.32, 0.26, -0.10, -0.24, 0.14, -0.35, 0.27, 0.13, -0.24, -0.27, -0.24, -0.61, -1.09, 0.43, 1.03, -0.19, -0.14, 0.48, 0.18, 0.34, 0.32, 0.12, 0.31, 0.33, -0.22, 0.26, 0.27]
}

***

No. 4
{
  "formula": "C3H3BrO",
  "method": "ωB97M-V with the def2-TZVPD basis set",
  "total_energy_ha": -2765.31255,
  "de_lowest_kj_mol": 52.4,
  "gap_ha": 0.352,
  "smiles": "O=C=CCBr",
  "species": ["C", "C", "Br", "H", "H", "H", "O", "C"],
  "coordinates": [[0.50717, -0.77109, -1.44056], [-0.52719, 0.57343, 0.51699], [-0.99263, -0.70724, 2.05335], [-1.47019, 0.95485, 0.26098], [1.40214, 0.00349, 0.21917], [0.01298, 1.24842, 1.19354], [0.52110, -1.27250, -2.45737], [0.54662, -0.02935, -0.34609]],
  "mulliken_charge": [0.80, -0.59, -0.18, 0.43, 0.30, 0.23, -0.29, -0.70]
}

***

No. 5
{
  "formula": "C5H8N",
  "method": "ωB97M-V with the def2-TZVPD basis set",
  "total_charge": 1,
  "total_energy_ha": -249.49801,
  "de_lowest_kj_mol": 520.0,
  "gap_ha": [0.268, 0.276],
  "multiplicity": 3,
  "species": ["H", "H", "H", "H", "C", "C", "H", "H", "N", "C", "H", "C", "C", "H"],
  "coordinates": [[-0.19904, -1.72877, 1.60675], [-0.56400, 1.86487, 1.00701], [-1.98165, 1.40139, 0.38674], [3.06541, -0.53859, 0.11773], [-0.44229, 0.11826, -0.04332], [-0.96946, 1.49457, 0.16574], [-0.56114, 1.98936, -0.71332], [-0.54256, -1.61024, -1.45464], [0.94260, -0.22100, 0.00814], [2.17512, 0.04992, -0.12347], [2.61478, 0.95092, -0.40170], [-1.01163, -1.25351, -0.61516], [-0.35902, -1.27547, 0.63216], [-2.16713, -1.24171, -0.57264]],
  "mulliken_charge": [0.39, 0.41, 0.38, 0.27, 0.53, -1.20, 0.35, 0.27, -0.08, -0.15, 0.27, -0.21, -0.48, 0.25]
}

***

No. 6
{
  "formula": "C23H63N7O7",
  "method": "ωB97M-V with the def2-TZVPD basis set",
  "total_energy_ha": -1823.87707,
  "de_lowest_kj_mol": 138.6,
  "gap_ha": 0.350,
  "smiles": "COC[C@H](C)N.COC[C@H](C)N.COC[C@H](C)N.COC[C@H](C)N.COCCNCCOC.NC(N)=O",
  "species": ["H", "H", "H", "H", "H", "O", "C", "C", "H", "H", "O", "H", "H", "H", "H", "C", "H", "C", "O", "H", "H", "H", "N", "H", "H", "H", "H", "C", "C", "H", "C", "H", "C", "C", "H", "C", "H", "H", "H", "C", "H", "H", "H", "H", "H", "H", "H", "H", "H", "H", "H", "H", "H", "C", "H", "C", "O", "H", "N", "H", "C", "C", "C", "H", "C", "N", "H", "C", "H", "C", "H", "H", "N", "H", "H", "H", "H", "H", "H", "H", "C", "N", "N", "C", "H", "C", "H", "H", "N", "H", "H", "O", "H", "H", "H", "H", "O", "H", "O", "C"],
  "coordinates": [[1.35670, -1.62088, -1.05868], [5.08903, -1.04532, 0.73111], [-7.66539, -0.98985, -2.36583], [4.15571, 3.75060, -1.51247], [4.60682, 0.33709, -0.10445], [-2.30123, 1.20520, 4.08329], [0.41662, 3.15155, -1.71902], [4.42179, -0.73666, -0.07364], [4.81598, -2.35296, -1.39433], [-1.62031, 3.03399, -2.61950], [-5.46265, -0.53100, -0.40836], [-4.04171, -1.19266, -1.70507], [-0.50970, 0.66419, -4.95458], [1.84519, -1.89407, -4.14589], [1.26514, 0.72829, 2.45959], [-0.84846, 2.37935, -2.21477], [-4.44731, 1.20451, 4.38845], [-0.41790, -1.99374, -0.13694], [-0.36691, 1.52090, -3.19420], [2.21688, -0.11619, -4.26273], [1.42637, -4.71137, 3.39365], [1.73478, 5.56935, 0.77355], [-0.89090, -1.91832, 1.07343], [3.11580, 1.98264, -1.74812], [-0.83748, -4.83985, 4.97839], [1.06444, 1.37369, -1.15774], [-7.32376, 0.52359, -2.21574], [-5.69691, -0.38481, -2.85582], [-0.55404, 1.69106, 2.44506], [3.06424, 2.07726, 0.06076], [-5.11775, -1.12217, -1.54601], [4.35303, -1.33106, -3.45742], [-1.30861, 0.65112, 3.26946], [-1.07915, 1.44477, -4.45008], [-5.02395, -0.95641, 1.59117], [4.01454, -0.81405, -2.55952], [3.14820, -4.64287, 1.46781], [-3.72513, -0.13940, 0.64617], [0.38325, -3.95099, 2.08912], [-5.08143, 1.02541, -3.11264], [1.75141, 3.80852, 1.31377], [-0.60542, 0.15588, 3.93905], [7.01052, -1.63896, -1.14013], [-3.99972, 0.91522, -3.18915], [1.79303, -1.96573, 2.12235], [0.84264, -0.85899, -3.45870], [-5.33651, 1.78588, -2.37459], [-0.19818, 2.40843, 3.18456], [-3.96777, 0.80760, 2.77789], [-1.52541, -3.24885, 4.96056], [-0.95178, 3.39880, 1.17359], [3.36911, -0.86443, 0.17860], [-1.85462, 1.82582, 0.62304], [3.28222, 4.00428, -0.91183], [2.62827, 5.05037, 2.18008], [-1.53085, 2.50628, 1.41061], [3.55378, 4.58917, 0.39227], [-5.38462, 1.31258, -4.11948], [6.38289, -1.01028, -1.62069], [1.09301, -1.03485, 0.61475], [1.91760, -0.94292, -3.61848], [-4.53114, -0.87282, 0.62254], [-3.63258, 0.76349, 3.81415], [-5.59688, -2.10043, -1.58514], [4.89502, -1.26620, -1.42278], [2.97804, -2.53451, 3.50257], [-2.13717, 1.18991, -4.38912], [2.71009, 2.50068, -0.87913], [0.82150, 1.47821, 1.02967], [0.98258, -3.80248, 2.98736], [-1.27244, 1.75714, -1.42662], [6.69094, -0.09856, -1.31415], [1.22837, 2.30165, -0.79426], [0.10729, 4.14564, -1.39623], [1.02640, 3.35291, -2.59976], [2.59698, -2.78649, 4.40335], [3.03784, -1.53202, 3.39526], [2.60629, 4.64048, -1.48319], [-1.74587, -0.04430, 2.55301], [-0.54231, -1.11686, 1.57964], [-0.88585, -3.92302, 4.39087], [0.50433, 0.96206, 1.83782], [-7.14856, -0.25762, -2.83148], [2.16199, -2.94273, 2.43450], [-5.31301, -0.95219, -3.70364], [2.99094, -3.57108, 1.34685], [2.56442, -3.42866, 0.35393], [-1.88118, -2.00439, 1.25245], [0.78307, -1.47366, -0.24053], [4.00227, -3.16475, 1.33238], [-1.43308, -4.32007, 3.53590], [2.66268, -1.17603, -2.42553], [-1.00193, 2.42691, -4.91649], [-2.39629, 2.77969, 2.01424], [-4.13855, -1.87797, 0.46882], [4.06644, 0.25589, -2.76109], [-0.94619, -2.64853, -0.98812], [-3.80013, -0.26310, 4.13993], [0.23606, -3.16811, 4.05978], [2.30618, 4.73813, 1.18668]],
  "mulliken_charge": [-0.20, 0.42, 0.30, 0.45, 0.31, -0.46, -0.74, -0.87, 0.22, 0.60, -0.43, 0.27, 0.17, 0.40, 0.30, -0.69, 0.38, 0.44, -0.12, 0.45, 0.53, 0.26, 0.18, -0.02, 0.33, -0.24, 0.29, 0.15, 0.19, 0.25, -0.39, 0.31, -0.49, -0.74, 0.35, -0.96, 0.38, -0.03, 0.43, -0.87, -0.07, 0.33, 0.27, -0.21, -1.67, 0.08, 0.37, 0.35, 0.21, 0.30, 0.20, -0.23, -0.25, -0.73, 0.34, -0.81, -0.44, 0.41, -0.75, -0.96, -0.89, -0.54, -0.73, 0.25, 0.81, -0.80, 0.17, -0.17, -0.02, -1.20, -0.15, 0.25, 0.44, 0.31, 0.51, 0.32, 0.26, 0.35, 0.17, -0.12, -0.91, -0.07, -0.73, 2.98, 0.33, -1.26, 0.18, 0.12, 1.15, 0.36, 0.33, -0.35, 0.39, 0.53, 0.46, 0.38, -0.77, 0.32, -0.30, -0.25]
}

***

No. 7
{
  "formula": "C6H10B2",
  "method": "ωB97M-V with the def2-TZVPD basis set",
  "total_energy_ha": -284.12407,
  "de_lowest_kj_mol": 114.3,
  "gap_ha": 0.334,
  "species": ["C", "B", "B", "H", "C", "C", "C", "H", "C", "C", "H", "H", "H", "H", "H", "H", "H", "H"],
  "coordinates": [[2.28097, -1.69082, 1.98223], [-0.05626, -0.81960, 1.00803], [-1.33316, -1.41348, 0.04319], [0.06409, 0.20580, 1.29839], [-0.64518, 1.73618, -1.58006], [-1.78374, 0.84117, -1.32877], [1.05086, -1.93813, 1.50029], [2.66975, -0.70086, 2.19680], [-0.62186, 2.92970, -2.18655], [-1.52240, -0.24694, -0.73416], [-2.67976, 1.26757, -1.64392], [-1.39231, 3.33255, -2.64957], [-1.54422, -1.21879, 1.30065], [0.23513, 3.56394, -2.34536], [-1.27026, -2.58090, -0.56327], [0.28845, 1.36882, -1.18442], [0.61125, -2.95765, 1.70961], [2.89374, -2.51694, 2.28933]],
  "mulliken_charge": [-0.63, 0.11, -0.02, -0.14, 0.13, -0.43, -0.15, 0.24, -0.99, 0.19, 0.41, 0.35, 0.10, 0.25, -0.10, 0.24, 0.17, 0.25]
}

***

No. 8
{
  "formula": "C7H12N2O2S",
  "method": "ωB97M-V with the def2-TZVPD basis set",
  "total_energy_ha": -932.00591,
  "de_lowest_kj_mol": 391.2,
  "gap_ha": 0.261,
  "smiles": "CC(C)=CC(N)=O.NC(O)=C=S",
  "species": ["H", "H", "H", "N", "C", "C", "H", "H", "C", "H", "O", "H", "H", "H", "O", "H", "S", "C", "C", "C", "H", "N", "H", "C"],
  "coordinates": [[-0.47327, 1.42138, -1.08289], [2.67510, -2.14467, 1.59877], [0.95433, 2.87633, 0.68053], [-2.80133, -1.37502, -0.64298], [1.27388, 0.88545, 0.16748], [0.62215, 1.06751, -1.24818], [2.37526, -3.42721, 0.34707], [-3.62032, -1.96103, -0.56799], [1.30892, -1.59013, 0.16021], [2.52695, 2.51517, -0.06635], [0.51845, -1.99618, -0.68563], [-1.91349, -1.86094, -0.38344], [-3.85434, 0.29237, -2.02630], [0.56905, 0.12399, -1.72175], [-3.92540, 0.62708, -1.00718], [1.73672, -0.22084, 1.89187], [-1.37588, 1.06973, 1.86286], [-2.94405, -0.03556, -0.27252], [1.80294, 2.20755, 0.72276], [1.36030, -0.29498, 0.79319], [2.16762, 1.94830, 1.85157], [2.17241, -2.49901, 0.76425], [1.13976, 1.78066, -1.81892], [-2.29579, 0.59004, 0.68361]],
  "mulliken_charge": [0.14, 0.19, 0.30, -0.45, 0.78, -1.22, 0.24, 0.20, 0.52, 0.35, -0.64, 0.19, 0.36, 0.38, -0.57, 0.00, -0.34, 0.55, -1.05, -0.32, 0.28, -0.44, 0.48, 0.08]
}